Record 1
# C29H42BIrN10O2S2

A structure of composition C29H42BIrN10O2S2 (ωB97M-V/def2-TZVPD, the OMol25 dataset).

Structure (ORCA input):
```
! RIJCOSX wB97M-V def2-TZVPD def2/J DEFGRID3
* xyz 3 2
Ir -1.198 -0.212 -0.022
S 0.022 -2.311 0.151
S -0.077 0.086 3.189
O -1.055 -0.244 2.014
O -4.127 -3.983 -1.553
N 0.615 0.475 -0.666
N -1.664 1.759 0.299
N -1.310 2.715 -0.575
N -3.202 -0.637 0.218
N -1.783 0.137 -1.915
N -1.985 -3.563 -1.062
N -4.126 0.294 -0.081
N -0.372 -4.906 -0.029
N 0.699 1.602 -1.414
N -1.421 1.258 -2.569
C 1.965 -1.145 4.527
C -2.334 -8.505 -2.741
C -1.380 -7.517 -3.023
C -5.228 -1.356 0.853
C 0.825 -1.420 3.539
C -3.479 -8.167 -2.056
C -1.577 -6.175 -2.595
C -3.868 -1.642 0.797
C -2.455 -0.639 -2.788
C -1.832 1.186 -3.837
C -2.109 3.741 1.211
C 0.859 -5.175 0.742
C -2.693 -1.802 4.231
C 0.846 -6.616 1.229
C 2.773 0.929 -1.027
C -1.571 3.919 -0.051
C -1.791 -1.037 5.196
C 3.096 -0.319 3.913
C -1.158 0.227 4.622
C -0.835 -3.721 -0.346
C -5.352 -0.107 0.279
C -2.507 -0.012 -4.019
C -0.246 -6.895 2.262
C -2.708 -5.844 -1.883
C -3.020 -4.443 -1.484
C -3.690 -6.828 -1.648
C -2.139 2.365 1.397
C 1.982 1.890 -1.639
C 1.880 0.058 -0.439
B -0.586 2.321 -1.855
H 3.543 -0.842 3.064
H 1.211 -1.728 2.567
H -6.218 0.514 0.114
H -2.885 -1.580 -2.488
H -0.863 -5.725 -0.361
H 0.119 -2.170 3.892
H 2.266 2.750 -2.224
H -0.860 -5.411 -2.880
H 2.354 -2.111 4.849
H 3.848 0.879 -1.019
H 1.722 -4.986 0.102
H -4.614 -6.545 -1.156
H -1.024 -1.693 5.611
H -6.012 -1.978 1.247
H 3.881 -0.135 4.643
H -2.436 4.506 1.894
H -2.505 1.787 2.227
H -0.533 0.731 5.363
H -0.327 -7.964 2.447
H -0.015 -6.415 3.214
H 1.583 -0.650 5.423
H -3.349 -2.519 1.145
H -4.222 -8.919 -1.827
H -1.228 -6.542 1.933
H 1.824 -6.832 1.659
H -0.378 3.267 -2.547
H 2.739 0.648 3.554
H -0.481 -7.774 -3.569
H 2.080 -0.830 0.133
H -2.146 -2.162 3.358
H 0.897 -4.476 1.578
H -3.128 -2.664 4.737
H -1.625 1.981 -4.535
H -1.923 0.931 4.287
H -2.391 -0.704 6.044
H -3.857 1.152 -0.537
H -2.296 -2.601 -1.090
H -1.362 4.825 -0.596
H -2.170 -9.523 -3.067
H -3.511 -1.169 3.879
H 0.730 -7.280 0.365
H -2.972 -0.377 -4.919
*
```

The molar mass comes out at 829.9 g mol⁻¹. As for the max |F|: 2.3 eV Å⁻¹. As for the relative energy (zero: lowest compared OMol25 entry of this formula, charge and spin): 10.81 kJ/mol. Its HOMO energy (spin up / spin down) is -15.92 / -15.92 eV. The calculation puts the LUMO energy (spin up / spin down) at -8.61 / -12.01 eV.



Record 2
# C3H6ClNO

A cluster of 2 separate species, C3H6ClNO in total (ωB97M-V/def2-TZVPD, the OMol25 dataset).

Structure (ORCA input):
```
! RIJCOSX wB97M-V def2-TZVPD def2/J DEFGRID3
* xyz 0 1
Cl -0.605 -1.825 1.958
O -1.017 -1.133 -1.126
N 1.513 -0.160 1.656
C 0.008 -0.277 -0.904
C 0.492 -0.710 1.258
C -0.287 1.186 -0.855
H -1.026 1.413 -0.088
H 0.916 -0.615 -1.376
H -0.690 1.514 -1.819
H 1.882 -0.306 2.595
H -1.805 -0.825 -0.657
H 0.619 1.737 -0.642
*
```

The molar mass comes out at 107.5 g mol⁻¹. As for the max |F|: 4.5 eV Å⁻¹. As for the relative energy (zero: lowest compared OMol25 entry of this formula, charge and spin): 292.01 kJ/mol. Its HOMO energy is -8.07 eV. The calculation puts the LUMO energy at 0.73 eV.



Record 3
# C4H8ClF3O2S

A cluster of 2 separate species, C4H8ClF3O2S in total (ωB97M-V/def2-TZVPD, the OMol25 dataset).

Structure (ORCA input):
```
! RIJCOSX wB97M-V def2-TZVPD def2/J DEFGRID3
* xyz 0 1
Cl -0.556 3.028 2.725
S 1.193 2.701 1.826
F -1.837 -0.612 0.922
F -0.309 -0.175 2.394
F -0.088 -1.866 1.054
O 1.539 0.240 0.262
O -0.324 0.449 -1.134
C -0.784 -1.864 -1.934
C 0.020 -0.578 -2.055
C 0.251 0.382 0.168
C -0.505 -0.602 1.105
H 1.095 -0.772 -2.018
H -0.133 1.385 0.591
H 1.652 1.494 2.256
H -0.428 -2.503 -1.130
H -0.697 -2.431 -2.863
H -0.189 -0.138 -3.032
H 1.937 3.503 2.617
H -1.836 -1.641 -1.754
*
```

The molar mass comes out at 212.6 g mol⁻¹. As for the max |F|: 1.5 eV Å⁻¹. Its HOMO energy is -8.29 eV. The calculation puts the LUMO energy at -2.05 eV.



Record 4
# C31H69N3O7

A cluster of 5 separate species, C31H69N3O7 in total (ωB97M-V/def2-TZVPD, the OMol25 dataset).

Structure (ORCA input):
```
! RIJCOSX wB97M-V def2-TZVPD def2/J DEFGRID3
* xyz 0 1
O 1.814 -1.319 1.136
O 5.200 -8.374 -1.522
O 9.268 1.330 8.730
O 7.881 -9.191 -0.722
O -3.237 -6.739 -6.408
O 4.600 -1.699 0.242
O -6.852 5.780 2.374
N 8.811 1.997 7.670
N -3.988 -5.611 -6.719
N -6.815 6.027 1.058
C 7.427 2.491 7.790
C -7.548 7.317 0.768
C 5.419 -9.774 -1.331
C -4.766 -2.875 -7.480
C -4.574 -5.375 -4.364
C -4.055 -5.301 -8.192
C -6.758 8.503 1.523
C 8.766 0.156 5.892
C -4.929 -3.979 -8.485
C 3.679 -0.695 -0.209
C -4.124 -4.566 -5.632
C 7.343 3.436 8.973
C 7.152 3.458 6.548
C 2.724 -0.361 0.959
C 6.312 1.377 7.910
C 9.089 2.570 5.292
C -5.872 3.825 0.462
C -7.262 7.595 -0.798
C -9.098 7.552 1.022
C -2.824 -3.885 -5.249
C -5.034 -3.358 -6.002
C 10.895 1.276 6.660
C -4.767 -6.417 -8.846
C -6.914 4.814 0.215
C -7.621 6.389 -1.688
C 9.402 1.480 6.411
C -6.736 5.272 -1.353
C -8.302 4.170 0.291
C -2.633 -5.167 -8.792
C 7.629 3.083 5.246
C 6.642 -9.992 -0.356
H 4.428 -10.116 -1.033
H -2.479 -3.933 -4.216
H 2.161 -2.025 1.685
H -7.988 8.358 -1.081
H -9.775 7.519 0.168
H -9.556 6.964 1.817
H 7.333 2.972 9.959
H -9.307 8.570 1.349
H -5.682 8.440 1.364
H -5.673 5.505 -1.420
H -8.660 6.112 -1.864
H -3.917 -7.346 -6.108
H -2.113 -4.485 -8.119
H 7.672 -8.316 -1.058
H -4.902 -6.258 -9.916
H 8.615 -0.537 6.720
H 11.166 2.168 7.224
H -4.181 -7.334 -8.782
H -2.663 -4.729 -9.790
H 6.752 0.380 7.943
H -6.071 -3.638 -5.820
H 5.422 -8.124 -2.422
H 4.489 -2.431 -0.368
H 9.817 3.380 5.339
H 9.257 -0.195 4.984
H 6.868 -11.058 -0.337
H 3.233 -0.309 1.922
H 6.296 3.726 8.887
H 8.083 4.230 8.874
H -2.046 -6.080 -8.893
H 5.587 1.609 8.691
H -3.765 -2.446 -7.418
H -6.276 7.844 -1.190
H 7.509 4.463 6.774
H 7.375 3.873 4.540
H 3.075 -0.992 -1.066
H -5.574 -5.797 -4.469
H 4.066 0.283 -0.496
H -4.961 4.045 -0.095
H -4.752 -2.513 -5.374
H -5.672 3.714 1.527
H 6.485 -9.591 0.645
H 7.076 2.239 4.834
H 11.103 0.310 7.118
H -2.691 -2.864 -5.609
H -6.953 4.478 -2.068
H -8.462 3.579 -0.611
H -2.016 -4.294 -5.855
H 2.305 0.634 0.805
H -9.032 4.976 0.217
H -8.593 3.566 1.151
H -6.198 2.890 0.007
H 11.441 1.209 5.719
H -5.721 -6.482 -8.322
H 6.112 3.716 6.350
H -7.033 9.494 1.161
H -6.782 8.402 2.608
H -4.628 -3.644 -9.477
H 5.759 -10.185 -2.281
H 7.720 0.301 5.622
H 9.683 1.945 9.339
H 9.166 2.248 4.254
H -4.617 -4.761 -3.465
H -3.927 -6.216 -4.115
H 5.696 1.504 7.019
H -5.955 -4.202 -8.777
H -7.119 6.650 -2.620
H -6.016 5.355 2.580
H -5.343 -1.973 -7.683
*
```

The molar mass comes out at 595.9 g mol⁻¹. As for the max |F|: 4.1 eV Å⁻¹. As for the relative energy (zero: lowest compared OMol25 entry of this formula, charge and spin): 537.76 kJ/mol. Its HOMO energy is -7.84 eV. The calculation puts the LUMO energy at 0.52 eV. The SMILES is CC1(C)CCCC(C)(C)N1O.CC1(C)CCCC(C)(C)N1O.CC1(C)CCCC(C)(C)N1O.OCCO.OCCO.



Record 5
# C4H9NO2

A cluster of 2 separate species, C4H9NO2 in total (ωB97M-V/def2-TZVPD, the OMol25 dataset).

Structure (ORCA input):
```
! RIJCOSX wB97M-V def2-TZVPD def2/J DEFGRID3
* xyz 0 1
O -1.814 1.298 -0.525
O -0.262 -0.543 -2.295
N 0.487 0.829 -0.089
C -0.687 1.082 -0.303
C -1.365 -1.398 -2.086
C 1.051 0.086 2.170
C 1.196 1.189 1.133
H 1.465 -0.854 1.791
H 1.573 0.355 3.092
H 0.802 2.137 1.514
H 0.330 -0.556 -1.530
H -2.248 -0.839 -1.743
H -1.160 -2.194 -1.358
H -1.604 -1.861 -3.047
H 2.245 1.348 0.871
H -0.007 -0.079 2.404
*
```

The molar mass comes out at 103.1 g mol⁻¹. As for the max |F|: 0.8 eV Å⁻¹. As for the relative energy (zero: lowest compared OMol25 entry of this formula, charge and spin): 163.91 kJ/mol. Its HOMO energy is -10.04 eV. The calculation puts the LUMO energy at 0.71 eV. The SMILES is CCN=C=O.CO.



Record 6
# C4H7NO

The molecule C4H7NO (ωB97M-V/def2-TZVPD, the OMol25 dataset).

Structure (ORCA input):
```
! RIJCOSX wB97M-V def2-TZVPD def2/J DEFGRID3
* xyz 0 1
O 1.884 -1.998 -0.086
N 1.258 0.194 0.265
C 1.601 -0.901 -0.513
C -0.001 0.850 -0.029
C -1.141 0.433 0.859
C -1.110 -0.019 -0.564
H -1.889 1.160 1.154
H 1.617 -0.649 -1.589
H -0.903 -0.311 1.614
H -0.881 -1.064 -0.749
H -1.829 0.414 -1.251
H 0.010 1.894 -0.362
H 1.385 -0.003 1.251
*
```

The molar mass comes out at 85.1 g mol⁻¹. As for the max |F|: 0.6 eV Å⁻¹. As for the relative energy (zero: lowest compared OMol25 entry of this formula, charge and spin): 152.53 kJ/mol. Its HOMO energy is -9.85 eV. The calculation puts the LUMO energy at 1.14 eV. The SMILES is O=CNC1CC1.